C2HF5NNdO5S2 as an isolated structure in a non-equilibrium geometry, computed with wB97M-V/def2-TZVPD.

The value obtained for the HOMO-LUMO gap (alpha / beta) is 6.66 / 6.72 eV. The expectation value of S² is 6.0095. The value obtained for the maximum force is 4.9 eV/A. For the electronic energy, the calculation gives -64339.96646 eV. Its spin multiplicity is 5. The net charge is +1.

```
17
C2HF5NNdO5S2 | the Open Molecules 2025 dataset | wB97M-V/def2-TZVPD
N 0.263 -0.308 0.233
S 0.159 -1.320 1.518
O 0.291 -2.737 1.210
O 1.222 -0.733 2.417
C -1.350 -0.646 2.493
F -2.350 -0.446 1.609
F -1.745 -1.683 3.272
S 1.079 1.342 0.377
O 0.500 1.934 1.647
O 0.744 2.192 -0.777
Nd 0.155 1.045 3.712
C -0.084 -0.520 -1.222
F -0.420 -1.806 -1.329
F -1.160 0.181 -1.582
F 0.889 -0.304 -2.108
O 0.809 2.037 -6.201
H 0.997 1.771 -5.271
```

For each atom in turn, the Mulliken charge in e is:
1. N 0.02
2. S 0.95
3. O -0.49
4. O -0.72
5. C 0.05
6. F -0.24
7. F -0.24
8. S 0.69
9. O -0.66
10. O -0.46
11. Nd 2.11
12. C 0.66
13. F -0.23
14. F -0.23
15. F -0.20
16. O -0.33
17. H 0.33

C11H13ClN2O2Ti as an isolated structure in a non-equilibrium geometry, computed with wB97M-V/def2-TZVPD.

The value obtained for the HOMO-LUMO gap (alpha / beta) is 5.98 / 5.98 eV. The value obtained for the maximum force is 10.4 eV/A. For the electronic energy, the calculation gives -54311.59703 eV. Its spin multiplicity is 1. The net charge is +2.

```
30
C11H13ClN2O2Ti | the Open Molecules 2025 dataset | wB97M-V/def2-TZVPD
Cl -0.019 3.389 -1.650
C -2.014 -0.103 -2.224
C -1.187 -1.222 -1.979
C 0.064 -0.991 -2.610
H -1.452 -2.094 -1.406
C 0.019 0.279 -3.237
C -1.280 0.808 -3.015
H -1.598 1.793 -3.303
H -3.021 0.033 -1.868
H 0.909 -1.660 -2.604
C 1.097 0.926 -4.033
Ti -0.139 0.605 -0.812
C 1.672 1.198 -0.371
O 2.771 1.469 -0.089
C -1.035 1.567 0.640
O -1.552 2.206 1.469
H 2.080 0.678 -3.635
H 0.981 2.008 -4.003
H 1.067 0.605 -5.077
C 0.914 -0.033 4.146
N 0.261 -1.065 3.359
C -0.407 -2.185 3.981
C 0.221 -0.892 1.982
N 0.139 -0.626 0.855
H 0.855 -0.237 5.235
H 0.424 0.948 3.955
H 1.984 0.044 3.858
H -1.487 -2.168 3.721
H 0.047 -3.134 3.627
H -0.318 -2.146 5.088
```

For each atom in turn, the Mulliken charge in e is:
1. Cl -0.24
2. C -0.61
3. C -0.30
4. C -0.51
5. H 0.60
6. C 0.50
7. C -0.26
8. H 0.51
9. H 0.60
10. H 0.48
11. C -1.31
12. Ti 0.19
13. C 0.57
14. O -0.10
15. C 0.65
16. O -0.12
17. H 0.34
18. H 0.32
19. H 0.35
20. C -0.75
21. N 0.07
22. C -0.76
23. C 0.33
24. N -0.43
25. H 0.32
26. H 0.30
27. H 0.32
28. H 0.34
29. H 0.33
30. H 0.30

A 2-piece molecular cluster, C3H7O3PS overall in a non-equilibrium geometry, computed with wB97M-V/def2-TZVPD.

The value obtained for the HOMO-LUMO gap is 6.38 eV. The value obtained for the maximum force is 3.1 eV/A. For the electronic energy, the calculation gives -29491.93475 eV. Its spin multiplicity is 1. The net charge is -2. For the energy above the lowest of the compared OMol25 structures with the same formula, charge and spin, the calculation gives 19.9 kcal/mol.

```
15
C3H7O3PS | the Open Molecules 2025 dataset | wB97M-V/def2-TZVPD
C 1.004 -2.396 -0.308
C -1.293 1.609 -2.077
C 0.002 -2.689 0.794
O -0.490 -5.495 0.587
O -1.837 -4.139 2.327
O 0.633 -3.448 2.006
P -0.731 -4.202 1.354
S -0.022 1.694 -0.857
H 0.905 -3.318 -0.875
H 0.729 -1.482 -0.826
H 1.950 -2.161 0.259
H -1.118 0.839 -2.887
H -1.326 2.563 -2.736
H -2.314 1.550 -1.697
H -0.553 -1.795 1.154
```

For each atom in turn, the Mulliken charge in e is:
1. C -0.81
2. C -0.77
3. C 0.13
4. O -0.78
5. O -0.77
6. O -0.51
7. P 0.79
8. S -0.75
9. H 0.30
10. H 0.14
11. H 0.14
12. H 0.17
13. H 0.16
14. H 0.20
15. H 0.34

C10H24N4PdSe as an isolated structure, computed with wB97M-V/def2-TZVPD.

The value obtained for the HOMO-LUMO gap (alpha / beta) is 7.27 / 6.34 eV. The expectation value of S² is 2.0139. The value obtained for the maximum force is 0.2 eV/A. For the electronic energy, the calculation gives -85544.79024 eV. Its spin multiplicity is 3.

```
40
C10H24N4PdSe | the Open Molecules 2025 dataset | wB97M-V/def2-TZVPD
Pd 0.882 -0.128 -0.310
C 0.345 2.425 2.001
C -0.234 2.835 0.656
N -0.597 1.698 -0.202
C -1.077 2.107 -1.532
C -0.233 1.504 -2.642
N -0.169 0.052 -2.531
C -1.375 -0.666 -2.946
C -2.314 -1.104 -1.822
C -1.784 -2.226 -0.927
N -1.074 -1.747 0.255
C -1.933 -1.341 1.354
C -1.117 -0.995 2.593
N -0.164 0.066 2.335
C -0.507 1.408 2.762
H 0.463 3.334 2.596
H 1.345 2.004 1.861
H 0.491 3.438 0.106
H -1.116 3.473 0.823
H -1.316 1.159 0.265
H -1.052 3.197 -1.616
H -2.124 1.820 -1.659
H 0.787 1.883 -2.564
H -0.646 1.825 -3.611
H 0.652 -0.306 -2.996
H -1.063 -1.558 -3.496
H -1.941 -0.051 -3.660
H -3.240 -1.443 -2.294
H -2.601 -0.246 -1.209
H -1.083 -2.838 -1.500
H -2.618 -2.883 -0.639
H -0.417 -2.451 0.568
H -2.668 -2.120 1.615
H -2.520 -0.468 1.042
H -0.581 -1.891 2.919
H -1.807 -0.740 3.408
H 0.777 -0.186 2.599
H -0.400 1.551 3.847
H -1.571 1.572 2.544
Se 2.946 -1.155 -0.182
```

For each atom in turn, the Mulliken charge in e is:
1. Pd 0.22
2. C -0.83
3. C -0.91
4. N 0.42
5. C -0.89
6. C -0.81
7. N -0.06
8. C -1.01
9. C -0.07
10. C -1.07
11. N 0.16
12. C -0.55
13. C -1.22
14. N 0.12
15. C -0.91
16. H 0.39
17. H 0.32
18. H 0.50
19. H 0.39
20. H -0.08
21. H 0.46
22. H 0.34
23. H 0.39
24. H 0.39
25. H 0.24
26. H 0.48
27. H 0.30
28. H 0.42
29. H -0.03
30. H 0.48
31. H 0.32
32. H 0.22
33. H 0.44
34. H 0.24
35. H 0.43
36. H 0.36
37. H 0.21
38. H 0.43
39. H 0.38
40. Se -0.59

C18H32BF7N4O5S3Sn as an isolated structure, computed with wB97M-V/def2-TZVPD.

The value obtained for the HOMO-LUMO gap is 8.77 eV. The value obtained for the maximum force is 0.6 eV/A. For the electronic energy, the calculation gives -93427.46655 eV. Its spin multiplicity is 1. For the energy above the lowest of the compared OMol25 structures with the same formula, charge and spin, the calculation gives 8.4 kcal/mol.

```
71
C18H32BF7N4O5S3Sn | the Open Molecules 2025 dataset | wB97M-V/def2-TZVPD
Sn 0.307 0.686 -0.016
C -2.899 4.967 -3.996
C -2.196 3.662 -3.655
N -1.362 3.778 -2.455
C -0.065 3.527 -2.344
S 0.604 3.220 -0.781
N 0.770 3.589 -3.381
C 0.660 4.385 -4.606
C 1.860 5.312 -4.729
H -3.520 4.840 -4.885
H -2.183 5.769 -4.188
H -3.541 5.282 -3.172
H -1.586 3.312 -4.482
H -2.927 2.883 -3.449
H -1.851 3.630 -1.586
H 1.705 3.302 -3.140
H -0.251 4.972 -4.569
H 0.608 3.722 -5.471
H 1.922 5.975 -3.864
H 1.776 5.922 -5.629
H 2.790 4.741 -4.792
F -3.534 -0.857 -3.789
C -2.226 -0.629 -3.930
F -2.061 0.293 -4.886
F -1.637 -1.756 -4.322
S -1.507 -0.020 -2.357
O -0.105 0.223 -2.698
O -2.249 1.189 -2.071
O -1.693 -1.094 -1.399
F 2.678 0.531 1.168
B 2.480 1.384 2.307
F 1.154 1.934 2.104
F 3.423 2.386 2.351
F 2.454 0.602 3.476
C -2.581 -0.639 2.951
S -2.266 1.113 2.656
C -1.059 1.383 3.942
O -1.502 1.165 1.350
H -1.976 -1.011 3.779
H -2.327 -1.141 2.017
H -3.642 -0.768 3.160
H -1.560 1.283 4.906
H -0.666 2.390 3.806
H -0.252 0.658 3.847
C 0.269 -2.913 8.022
C 1.235 -2.209 7.076
N 1.168 -2.713 5.701
C 2.260 -3.555 5.216
C 2.180 -4.987 5.729
C 0.136 -2.302 4.934
O -0.764 -1.581 5.361
C 0.106 -2.706 3.484
C -0.466 -3.885 3.034
C -0.612 -4.076 1.668
C -0.223 -3.063 0.805
N 0.337 -1.933 1.235
C 0.511 -1.771 2.544
H 0.378 -2.515 9.034
H 0.455 -3.988 8.052
H -0.756 -2.744 7.693
H 2.264 -2.326 7.414
H 0.997 -1.146 7.045
H 3.200 -3.100 5.532
H 2.248 -3.548 4.130
H 2.283 -5.023 6.815
H 2.987 -5.582 5.297
H 1.228 -5.445 5.454
H -0.805 -4.635 3.740
H -1.047 -4.987 1.277
H -0.389 -3.144 -0.263
H 1.007 -0.856 2.864
```

For each atom in turn, the Mulliken charge in e is:
1. Sn 1.48
2. C -1.30
3. C -0.61
4. N 0.06
5. C 0.39
6. S -0.46
7. N -0.11
8. C -0.05
9. C -1.39
10. H 0.36
11. H 0.30
12. H 0.35
13. H 0.45
14. H 0.37
15. H 0.31
16. H 0.28
17. H 0.07
18. H 0.30
19. H 0.33
20. H 0.39
21. H 0.39
22. F -0.22
23. C 0.33
24. F -0.20
25. F -0.20
26. S 1.02
27. O -0.69
28. O -0.60
29. O -0.53
30. F -0.41
31. B 0.40
32. F -0.37
33. F -0.32
34. F -0.37
35. C -0.14
36. S 0.19
37. C -0.71
38. O -0.26
39. H -0.11
40. H -0.01
41. H 0.48
42. H 0.40
43. H 0.35
44. H 0.08
45. C -1.07
46. C -0.73
47. N 0.34
48. C -0.64
49. C -1.11
50. C 0.40
51. O -0.75
52. C -0.17
53. C -0.13
54. C -0.82
55. C -0.43
56. N -0.19
57. C -0.15
58. H 0.40
59. H 0.27
60. H 0.28
61. H 0.45
62. H 0.32
63. H 0.43
64. H 0.38
65. H 0.30
66. H 0.41
67. H 0.25
68. H 0.55
69. H 0.45
70. H 0.43
71. H 0.54

A 2-piece molecular cluster, C3H9NO overall in a non-equilibrium geometry, computed with wB97M-V/def2-TZVPD.

The value obtained for the HOMO-LUMO gap is 9.90 eV. The value obtained for the maximum force is 7.2 eV/A. For the electronic energy, the calculation gives -6792.56839 eV. Its spin multiplicity is 1. For the energy above the lowest of the compared OMol25 structures with the same formula, charge and spin, the calculation gives 57.4 kcal/mol.

```
14
C3H9NO | the Open Molecules 2025 dataset | wB97M-V/def2-TZVPD
C -1.193 -1.623 -0.509
C -0.833 -0.347 -0.448
N 0.537 0.076 -0.663
C 0.857 1.558 -0.511
H -0.434 -2.174 -1.097
H -2.219 -2.039 -0.541
H -1.508 0.507 -0.292
H 0.821 -0.182 -1.680
H 1.752 1.898 -0.846
H -0.060 2.176 -0.962
H 0.686 1.793 0.549
H 0.924 -0.766 1.706
H -0.108 -0.482 2.709
O 0.779 -0.396 2.583
```

For each atom in turn, the Mulliken charge in e is:
1. C -0.61
2. C -0.16
3. N -0.36
4. C -0.85
5. H 0.24
6. H 0.29
7. H 0.24
8. H 0.27
9. H 0.41
10. H 0.26
11. H 0.31
12. H 0.32
13. H 0.30
14. O -0.64